This record from OMol25 describes a cluster of 2 separate species, C3H10OP in total at a distorted geometry. The level of theory is ωB97M-V with the def2-TZVPD basis set.

CARTESIAN COORDINATES (ANGSTROEM)
1 H -0.22451 1.83466 1.73693
2 H -1.60763 -0.42378 -1.70234
3 H -0.32170 0.65140 -2.26208
4 H 2.64639 0.41301 0.93469
5 C -1.03845 0.47270 -1.46241
6 H -1.70368 1.33363 -1.38900
7 H -1.88796 -0.78407 1.45007
8 O -0.54916 1.64658 0.84928
9 H -0.91580 -1.98822 0.55979
10 H 2.50212 -0.79547 -0.42284
11 H 2.50330 0.99279 -0.79214
12 C -0.87858 -1.06804 1.13650
13 P -0.18497 0.28358 0.13040
14 H -0.26846 -1.24238 2.02274
15 C 2.34083 0.20802 -0.07582

Atomic forces in eV per Å
0.1 -0.1 0.1
0.0 0.0 0.1
0.0 0.0 0.1
0.0 0.1 0.2
0.3 -0.2 0.2
0.0 0.0 0.1
0.1 0.0 -0.1
-0.1 0.3 0.0
0.0 -0.1 -0.1
0.0 -0.3 -0.1
-0.1 0.2 -0.2
0.2 0.3 -0.2
2.5 -0.3 -0.2
0.1 0.1 0.0
-3.1 -0.1 0.2

For the total energy, the calculation gives -536.6148 Eh. The HOMO-LUMO gap comes out at 10.10 eV. Its charge is +1. As for the HOMO energy: -0.542 Eh. For the energy above the lowest of the compared OMol25 structures with the same formula, charge and spin, the calculation gives 0.824 eV. As for the spin multiplicity: 1.